The ion C7H16BN3O2 with charge +2 in a non-equilibrium geometry. Source: the Open Molecules 2025 dataset; level of theory: the ωB97M-V functional and the def2-TZVPD basis.

Values from the calculation:
energy above the lowest of the compared OMol25 structures with the same formula, charge and spin = 3.691 eV
HOMO-LUMO gap (spin up / spin down) = 7.143 / 7.083 eV
strongest force on any atom = 0.1115 Eh/bohr
net charge = +2
2S+1 = 1
DFT total energy = -16742.1864 eV

Cartesian coordinates (Å):
B 1.0880 1.7323 0.2179
C 0.2037 -0.4784 -0.9357
C -1.9314 -0.2766 0.0587
C -1.3461 -0.8390 1.4894
C -0.0078 -0.7763 1.9004
C 1.2502 0.2979 -0.5858
C -3.6111 0.3448 -1.3429
C 3.1060 -1.5385 -0.5821
N -1.0618 -0.1304 -0.8547
N -3.1372 0.0738 -0.0467
N 2.6338 -0.0770 -0.5934
O -0.1597 2.1178 0.3888
O 2.2620 2.1024 0.6390
H 0.4172 -1.3006 -1.5697
H -1.9273 -0.1603 1.9784
H -1.7856 -1.8710 1.5521
H 0.4517 0.1752 2.1379
H 0.5829 -1.6024 2.0945
H -3.8160 -0.5271 -1.8665
H -2.6925 0.7384 -1.7998
H -4.5346 0.8936 -1.4373
H 2.9454 -2.0177 0.3794
H 2.5102 -1.9946 -1.4397
H 4.1793 -1.4651 -0.9979
H -3.7735 -0.3311 0.6575
H 2.9808 0.4737 -1.4268
H 3.1147 0.4995 0.2154
H -0.2337 3.0519 0.5833
H 2.2926 2.8848 1.1862

Cartesian forces, eV/Å:
-1.136 -3.654 -2.249
0.919 0.163 -1.232
5.695 -0.452 -0.507
-0.615 -3.258 -1.464
-0.208 2.368 -1.315
-1.298 1.638 3.464
0.516 1.407 -1.622
0.392 0.876 -3.529
-0.811 -0.533 0.386
-4.088 -0.689 3.073
2.266 1.083 0.338
-0.820 1.182 0.201
1.946 1.497 1.040
0.051 -1.409 -0.285
-1.484 2.112 2.162
0.485 0.854 0.029
-0.260 0.019 0.325
0.897 -1.814 0.269
-0.236 -2.086 -0.908
-1.172 0.737 -0.631
0.176 0.841 0.532
0.161 0.215 -0.083
0.799 0.079 1.443
-1.538 -0.523 1.282
0.216 0.650 -0.512
0.315 -1.169 0.620
-1.074 -1.294 -1.609
-0.536 0.575 0.386
0.442 0.586 0.397

Charges per atom according to Mulliken partitioning, unit e:
1. B 0.419
2. C -0.983
3. C 0.824
4. C -0.602
5. C -0.526
6. C 0.313
7. C -0.849
8. C -0.698
9. N -0.385
10. N -0.220
11. N 0.000
12. O -0.460
13. O -0.597
14. H 0.388
15. H 0.461
16. H 0.437
17. H 0.261
18. H 0.337
19. H 0.377
20. H 0.315
21. H 0.310
22. H 0.290
23. H 0.330
24. H 0.338
25. H 0.307
26. H 0.468
27. H 0.493
28. H 0.310
29. H 0.340